This record from OMol25 describes C46H95N5O6 as an isolated structure in a non-equilibrium geometry. The level of theory is wB97M-V/def2-TZVPD.

## Properties
Charge   +4
2S+1   1
E   -2533.17700 Eh
Kohn-Sham gap   5.494 eV
E_LUMO   -11.672 eV

Positions of all 152 atoms, in Å:
O 0.49428 -2.02705 7.92667
C 1.53070 -1.58580 8.59093
O 2.25234 -2.31527 9.30509
O 1.72551 -0.38659 8.37277
H 0.64455 -1.10777 7.69440
C -1.71052 -4.70609 10.54515
C -2.59110 -3.49864 10.25885
C -2.78261 -3.32887 8.78882
C -4.08762 -2.60581 8.42026
N -4.17461 -2.10223 6.94349
C -5.51798 -1.34763 6.61021
C -5.69854 -1.54190 5.09650
C -4.99952 -2.84761 4.70744
C -4.34852 -3.35419 6.02383
C -2.95243 -1.18913 6.58774
H -1.37236 -4.77410 11.57914
H -0.77945 -4.49552 10.01896
H -2.18585 -5.64347 10.25621
H -2.18774 -2.63960 10.79501
H -3.54925 -3.73749 10.72038
H -2.75236 -4.27385 8.24645
H -1.94461 -2.71859 8.45205
H -4.21268 -1.70700 9.02408
H -4.93005 -3.27728 8.58619
H -5.25590 -0.34182 6.93846
H -6.29016 -1.81755 7.21931
H -5.34621 -0.66335 4.55602
H -6.73899 -1.60951 4.77870
H -4.25333 -2.65190 3.93738
H -5.64176 -3.62963 4.30239
H -3.44684 -3.90791 5.76214
H -4.96567 -4.04816 6.59444
H -2.65965 -0.54631 7.41789
H -3.23518 -0.69080 5.66048
H -2.13830 -1.83532 6.25953
C 4.72404 0.80887 10.91299
C 4.79289 0.14096 12.39086
C 5.26311 -1.37075 12.37259
C 4.04371 -2.34837 12.34130
N 4.45309 -3.88575 12.06974
C 5.68202 -4.30809 12.95480
C 6.10573 -5.70055 12.39542
C 5.95169 -5.43748 10.85153
C 5.03658 -4.20546 10.64880
C 3.22232 -4.76513 12.26591
H 4.64928 1.87731 11.11537
H 3.89133 0.31803 10.40922
H 5.66014 0.56673 10.40982
H 3.79391 0.16627 12.82617
H 5.48468 0.73234 12.99068
H 5.83606 -1.64133 13.25951
H 5.95144 -1.43385 11.52978
H 3.44683 -2.16151 11.44859
H 3.46890 -2.38007 13.26689
H 5.46214 -4.36228 14.02102
H 6.50809 -3.62601 12.75366
H 5.41759 -6.40994 12.85511
H 7.14623 -5.94673 12.60722
H 5.45361 -6.29400 10.39722
H 6.87194 -5.20051 10.31760
H 4.22794 -4.36852 9.93631
H 5.74136 -3.39296 10.47207
H 2.66338 -4.46076 13.15080
H 3.48970 -5.81969 12.19870
H 2.53700 -4.57599 11.43968
C -2.80873 4.42398 12.54257
C -2.48040 3.37763 11.40510
C -1.53482 4.12265 10.52655
C -0.93002 3.31039 9.42252
C -0.12052 2.16603 10.04680
C -0.91845 1.22844 10.96859
N -1.80553 2.10221 11.89771
O -2.23894 1.64108 13.07820
C 0.11049 0.33845 11.75683
C -1.86047 0.24948 10.06113
C -3.77588 3.05691 10.67255
H -3.38184 4.09974 13.41120
H -3.35736 5.31204 12.22884
H -1.84634 4.75245 12.93500
H -0.74768 4.59545 11.11390
H -2.05474 4.96467 10.06964
H -0.25748 3.96815 8.87194
H -1.68339 3.00874 8.69481
H 0.75471 2.61350 10.51781
H 0.27418 1.53011 9.25438
H 0.86744 0.03808 11.03233
H -0.27359 -0.56237 12.23549
H 0.67683 0.85296 12.53312
H -2.76303 -0.15602 10.51837
H -1.26583 -0.58340 9.68585
H -2.24929 0.96302 9.33466
H -4.10874 3.87134 10.02913
H -4.59726 3.03512 11.38876
H -3.82257 2.09395 10.16398
C 2.57208 3.72789 5.36652
C 2.37069 2.52509 6.34390
C 0.79432 2.17303 6.35946
C 0.30032 1.63110 5.04292
C 1.10740 0.35942 4.69899
C 2.70665 0.56956 4.63249
N 3.15739 1.32545 5.87252
O 4.49574 1.15090 6.24937
C 3.15568 1.34383 3.39617
C 3.32016 -0.83531 4.71492
C 2.84836 2.87483 7.86251
H 1.97214 3.87136 4.46786
H 3.62391 3.86804 5.11728
H 2.27779 4.61926 5.92057
H 0.19986 2.99859 6.75084
H 0.62501 1.38239 7.09043
H 0.37793 2.42741 4.30266
H -0.72216 1.26735 5.14449
H 0.69937 -0.07295 3.78539
H 0.85476 -0.43432 5.40203
H 2.42665 2.05107 3.00066
H 3.51525 0.61963 2.66519
H 4.01470 2.00109 3.53110
H 4.31746 -0.87845 4.27717
H 2.78643 -1.52062 4.05645
H 3.18216 -1.14887 5.74969
H 2.53239 2.01833 8.45806
H 2.44801 3.85364 8.12662
H 3.92843 2.97477 7.97002
C 1.19716 -3.67903 4.99618
C 1.60065 -5.12323 4.68493
C 3.13104 -5.43917 4.78957
C 3.77198 -5.60255 6.15967
C 3.04022 -6.77790 6.90759
C 1.54866 -6.58670 7.07204
N 0.92822 -6.09671 5.70668
O -0.39205 -6.32926 5.48654
C 1.20983 -5.54386 8.11970
C 0.89703 -7.99231 7.34639
C 1.07404 -5.51241 3.27213
H 1.01913 -3.04339 4.12879
H 1.97052 -3.27142 5.64723
H 0.22401 -3.63500 5.48521
H 3.63343 -4.59248 4.32180
H 3.37554 -6.33744 4.22260
H 3.71361 -4.65028 6.68682
H 4.84174 -5.79523 6.07855
H 3.46729 -6.97169 7.89155
H 3.22297 -7.73247 6.41414
H 1.39738 -4.56116 7.68699
H 1.92040 -5.66962 8.93664
H 0.16877 -5.66145 8.42040
H -0.16596 -7.86992 7.55417
H 1.28698 -8.50979 8.22289
H 1.00153 -8.70865 6.53152
H 1.36572 -6.47932 2.86211
H 1.52353 -4.93844 2.46181
H 0.01142 -5.38584 3.06499

Atomic forces in eV per Å
-2.19 -2.48 -0.77
5.57 -3.56 4.98
-0.82 -0.26 -0.24
0.59 3.61 -0.48
-3.25 2.67 -3.52
0.93 0.57 0.08
-0.94 -1.34 1.50
-0.05 1.30 -1.41
0.18 0.61 -0.54
0.37 -1.23 -0.12
1.54 -0.43 0.26
-0.75 0.31 -0.08
0.66 -0.06 0.78
0.26 0.53 -0.73
-1.19 -1.75 -0.93
-0.50 -0.01 0.17
0.17 -0.57 -0.38
0.21 0.05 -0.13
-0.06 0.26 -0.37
-0.28 0.30 0.17
0.09 -0.16 0.16
0.21 -0.13 -0.38
-0.09 0.00 0.09
-0.15 0.24 -0.11
-0.79 0.13 -0.10
0.04 0.16 -0.02
0.36 -0.16 -0.02
-0.17 0.13 0.56
0.16 -0.10 0.14
-0.21 0.22 0.13
0.43 0.44 0.59
-0.26 0.25 -0.11
-0.33 -0.08 -0.15
-0.13 0.55 0.38
0.11 -0.10 0.58
0.32 -1.55 2.56
0.18 -0.56 -1.43
-0.80 0.30 0.51
1.47 -1.12 -1.84
0.82 0.06 0.44
-0.05 -1.15 -0.55
-0.38 1.93 -0.65
-1.29 -0.67 0.29
0.55 0.20 1.94
0.27 0.75 -0.47
-0.30 -0.04 -0.61
-0.08 0.53 -0.38
-0.06 0.24 -0.15
0.03 0.32 0.22
-0.15 -0.16 0.11
0.06 0.47 0.10
-0.21 -0.55 -0.19
-0.47 0.25 0.22
0.14 0.18 -0.10
-0.35 0.39 -0.15
-0.44 0.33 0.07
0.32 -0.47 -0.58
-0.24 0.02 0.37
0.40 -0.15 -0.19
0.14 -0.50 0.35
0.15 0.61 0.07
-0.78 0.35 -0.57
0.49 -0.40 0.28
0.05 0.18 0.48
0.18 0.28 -0.20
0.68 -0.89 1.03
-0.63 2.00 1.12
0.84 0.80 -1.05
0.54 -0.19 0.08
-0.49 0.20 -1.00
0.56 -1.36 0.69
-3.74 -2.90 5.95
3.23 2.59 -7.29
-0.28 0.38 0.18
-0.08 1.98 0.95
-1.42 -0.91 0.46
-0.02 -0.69 -0.24
0.19 -0.25 -0.85
-0.06 0.19 0.09
0.16 -0.19 0.14
-0.33 -0.01 0.28
0.15 -0.11 -0.06
-0.12 -0.33 0.05
-0.09 -0.20 0.49
0.10 -0.24 0.10
-0.14 -0.10 -0.28
-0.45 0.13 -0.23
-0.28 0.48 -0.02
0.30 0.02 0.70
0.24 0.39 -0.17
0.22 -0.56 -0.73
0.70 -0.01 -0.30
0.11 -0.34 0.32
0.19 0.23 -0.25
0.73 0.66 0.35
-0.92 0.39 1.94
1.06 -0.88 0.67
0.70 -0.48 0.03
0.57 1.00 -0.04
-1.61 -1.48 0.60
7.49 0.38 0.54
-9.20 1.10 -2.07
0.63 0.86 -0.35
-0.05 0.32 -0.55
-0.05 -0.54 -2.07
-0.02 -1.04 -0.07
-0.01 -0.07 -0.01
0.14 -0.11 0.47
0.47 0.48 -0.36
0.41 -0.10 0.25
-0.28 -0.39 -0.39
-0.23 0.51 -0.11
0.72 0.29 -0.57
0.39 0.15 0.61
-0.38 -0.56 -0.11
-0.49 0.02 -0.19
0.26 -0.27 0.54
0.34 0.17 0.85
-0.48 0.25 0.08
0.61 -0.40 -0.09
-0.16 0.31 0.29
-0.42 -0.31 0.12
0.00 -0.12 -0.37
-0.24 -0.11 1.01
0.32 -1.81 -1.20
0.23 0.51 -0.34
-1.22 -0.59 0.78
1.26 0.70 -0.68
-0.45 -2.43 -0.59
-7.99 -0.08 -0.84
8.61 1.22 1.63
-0.16 0.38 -0.81
-0.63 0.63 0.07
0.15 -0.19 -0.98
0.64 -0.45 -0.37
-0.31 0.37 0.05
0.11 -0.16 0.42
-0.05 -0.06 -0.42
-0.28 0.07 -0.28
-0.22 -0.02 0.45
-0.13 -0.24 -0.24
-0.16 0.33 0.20
0.03 0.14 -0.50
-0.20 0.28 0.42
-0.28 -0.08 0.09
0.17 0.22 0.15
-0.03 0.01 -0.14
0.47 0.50 0.10
0.13 0.31 -0.23
-0.12 -0.58 0.95
0.43 0.89 0.57
-0.08 -0.01 0.70

Atom charges from the Mulliken analysis, given in e for atoms 1 to 2: O 0.22; C 0.42